C12H11BrFINO5P2 | wB97M-V/def2-TZVPD

As for the molecular weight: 536.98 g mol⁻¹. The total charge is +1. For the orbital gap, the calculation gives 0.2643 Eh. Its electronic energy is -4548.93192 Eh.

Each line ends with the natural charge from an NBO analysis.
Element x y z (Å)
O (1.17512, -0.97070, 4.46016)  -0.46
C (0.30156, -0.73630, 3.67147)  0.75
O (-0.94108, -1.28812, 3.77276)  -0.63
C (0.54264, 0.24527, 2.53040)  -0.06
C (0.75223, -0.27630, 1.23390)  -0.29
P (0.76535, -2.08858, 0.85920)  0.13
P (2.89796, -2.61172, 1.08693)  2.11
O (3.10762, -3.22432, 2.39756)  -1.07
O (3.73724, -1.24208, 1.02960)  -1.00
O (3.38300, -3.46503, -0.16905)  -0.94
C (0.98719, 0.55577, 0.18515)  0.09
N (1.02486, 1.87072, 0.41182)  -0.44
C (0.85684, 2.41497, 1.60707)  0.14
Br (0.97548, 4.28354, 1.79691)  0.22
C (0.59848, 1.62407, 2.71123)  -0.20
I (0.32330, 2.41753, 4.64288)  0.33
H (-1.24713, -1.41687, 2.86193)  0.48
H (0.09027, -2.79311, 1.87881)  0.06
H (4.00664, -1.01758, 1.93155)  0.53
H (2.69676, -4.12092, -0.36829)  0.52
H (1.15856, 0.19178, -0.82268)  0.27
H (1.21582, 2.48536, -0.37528)  0.46
F (-1.41166, -0.73940, -1.08092)  -0.35
C (-1.89252, 0.01557, -2.10206)  0.38
C (-1.65833, -0.38466, -3.40148)  -0.29
C (-2.15397, 0.38727, -4.44273)  -0.18
C (-2.86505, 1.54887, -4.17048)  -0.21
C (-3.08670, 1.93812, -2.85674)  -0.18
C (-2.60176, 1.16380, -1.81150)  -0.30
H (-1.09568, -1.28951, -3.59300)  0.23
H (-1.98526, 0.08230, -5.46657)  0.23
H (-3.24715, 2.15037, -4.98439)  0.23
H (-3.63795, 2.84450, -2.64483)  0.23
H (-2.77268, 1.44537, -0.77936)  0.22

Atomic forces in eV per Å
-0.79 0.45 -0.82
0.62 -0.31 1.38
1.01 0.36 -0.76
-0.20 -0.21 -0.84
-0.14 -1.65 1.35
-0.29 0.03 -2.00
1.17 0.04 2.09
-0.35 -0.50 0.07
-0.55 -0.17 -1.17
-0.80 0.94 0.13
0.07 -0.17 -0.30
0.35 0.36 -1.02
-0.13 1.26 1.18
0.04 -0.50 -0.57
-0.21 -0.31 1.15
0.04 -0.20 -0.53
-0.66 0.13 0.23
0.61 0.45 0.45
0.08 -0.18 0.05
0.29 -0.19 -0.26
-0.09 0.24 0.08
-0.05 0.05 0.08
0.04 0.01 0.09
-0.22 0.29 -0.39
0.20 -0.27 -0.01
-0.06 0.14 0.13
-0.02 0.03 -0.06
0.08 -0.07 -0.11
0.06 0.07 0.31
-0.04 -0.02 0.02
0.02 -0.02 0.02
0.00 -0.01 0.02
-0.02 -0.03 0.02
-0.04 -0.04 -0.01